The following is a quantum chemistry calculation of C34H36BaN6S2 as an isolated structure, from the OMol25 dataset.

Geometry (Å):
Ba1 -15.007 -11.696 -4.104
C1 -15.846 -10.091 -7.234
N1 -15.468 -11.485 -7.007
C2 -14.103 -11.737 -7.526
C3 -13.575 -13.090 -7.184
N2 -13.043 -13.200 -5.801
C4 -11.766 -12.455 -5.698
C5 -12.931 -14.547 -5.315
C6 -12.679 -15.598 -6.213
C7 -12.730 -16.918 -5.826
C8 -12.947 -17.228 -4.472
C9 -13.072 -16.194 -3.586
C10 -13.082 -14.838 -3.949
S1 -13.110 -13.570 -2.714
C11 -16.450 -12.392 -7.575
C12 -16.449 -12.710 -8.930
C13 -17.397 -13.540 -9.506
C14 -18.349 -14.119 -8.705
C15 -18.415 -13.766 -7.344
C16 -17.556 -12.804 -6.788
S2 -17.853 -12.146 -5.134
H1 -15.823 -9.919 -8.304
H2 -15.164 -9.470 -6.658
H3 -16.847 -9.932 -6.814
H4 -13.448 -10.939 -7.092
H5 -14.088 -11.631 -8.606
H6 -12.842 -13.368 -7.924
H7 -14.403 -13.834 -7.350
H8 -10.988 -12.820 -6.376
H9 -11.393 -12.502 -4.674
H10 -11.889 -11.385 -5.991
H11 -12.409 -15.372 -7.235
H12 -12.607 -17.706 -6.540
H13 -13.067 -18.258 -4.124
H14 -13.162 -16.440 -2.522
H15 -15.651 -12.275 -9.531
H16 -17.370 -13.764 -10.548
H17 -19.018 -14.855 -9.106
H18 -19.187 -14.177 -6.692
C17 -16.248 -8.166 -3.174
N3 -16.196 -9.305 -2.290
C18 -17.543 -9.788 -1.971
C19 -17.534 -11.146 -1.346
C20 -18.601 -11.552 -0.549
C21 -18.652 -12.857 -0.112
C22 -17.608 -13.719 -0.483
C23 -16.553 -13.217 -1.205
N4 -16.514 -11.940 -1.650
C24 -15.453 -8.989 -1.047
C25 -13.975 -9.227 -1.062
C26 -13.183 -8.446 -0.204
C27 -11.852 -8.833 0.029
C28 -11.352 -9.881 -0.705
C29 -12.201 -10.559 -1.570
N5 -13.508 -10.272 -1.729
C30 -14.892 -7.791 -3.663
C31 -14.274 -6.604 -3.274
C32 -12.992 -6.329 -3.668
C33 -12.338 -7.256 -4.509
C34 -13.022 -8.414 -4.820
N6 -14.272 -8.655 -4.450
H19 -16.796 -7.317 -2.765
H20 -16.808 -8.484 -4.034
H21 -18.126 -9.813 -2.874
H22 -18.046 -9.074 -1.271
H23 -19.411 -10.889 -0.279
H24 -19.450 -13.235 0.532
H25 -17.581 -14.761 -0.138
H26 -15.623 -13.747 -1.422
H27 -15.818 -9.722 -0.300
H28 -15.631 -7.963 -0.695
H29 -13.648 -7.621 0.346
H30 -11.194 -8.311 0.699
H31 -10.335 -10.256 -0.609
H32 -11.822 -11.370 -2.165
H33 -14.877 -5.963 -2.630
H34 -12.516 -5.376 -3.458
H35 -11.300 -7.155 -4.761
H36 -12.499 -9.184 -5.379

Output
Energy relative to the best compared isomer or geometry (same formula, charge and spin)   0.00 kcal/mol
2S+1   1
Orbital gap   6.682 eV
Net charge   0
LUMO   0.058 eV

Atom charges from the Löwdin analysis, given in e for atoms 1 to 6: Ba 1.43; C -0.09; N -0.28; C -0.21; C -0.19; N -0.23

---

The following is a quantum chemistry calculation of an isolated ion of composition C2H3N2O2 and charge -1, from the OMol25 dataset.

Geometry (Å):
C1 0.754 -0.810 0.105
C2 -0.781 -0.396 0.268
N1 1.512 0.068 -0.287
N2 0.234 1.424 -0.888
O1 0.640 2.528 -0.598
O2 -0.794 0.960 0.103
H1 0.861 -1.867 0.500
H2 -1.379 -1.130 -0.453
H3 -1.048 -0.777 1.248

Output
Energy relative to the best compared isomer or geometry (same formula, charge and spin)   93.00 kcal/mol
2S+1   1
Orbital gap   6.763 eV
Net charge   -1
LUMO   4.491 eV

Atom charges from the Löwdin analysis, given in e for atoms 1 to 6: C -0.37; C -0.32; N 0.03; N -0.20; O -0.17; O -0.20

---

The following is a quantum chemistry calculation of C49H112F3MnN15O19S as an isolated structure, from the OMol25 dataset.

Geometry (Å):
Mn1 -27.808 13.807 12.666
C1 -27.168 17.820 14.252
F1 -27.463 19.124 14.282
F2 -26.008 17.509 14.821
F3 -28.127 17.144 14.799
S1 -27.073 17.202 12.457
O1 -27.129 15.732 12.555
O2 -28.172 17.753 11.725
O3 -25.791 17.727 12.027
C2 -26.158 10.483 11.911
C3 -25.242 11.512 12.561
C4 -23.869 11.611 11.891
O4 -25.984 12.722 12.661
H1 -26.547 10.772 10.934
H2 -26.977 10.344 12.616
H3 -25.706 9.496 11.810
H4 -25.032 11.289 13.607
H5 -23.087 12.307 12.194
H6 -24.129 11.792 10.848
H7 -23.352 10.652 11.937
C5 -28.956 14.300 9.663
O5 -28.582 13.689 10.683
N1 -28.115 15.053 8.995
C6 -28.561 15.830 7.803
C7 -26.691 15.127 9.495
H8 -29.959 14.275 9.210
H9 -28.708 16.854 8.145
H10 -29.520 15.493 7.409
H11 -27.781 15.781 7.043
H12 -26.305 16.137 9.633
H13 -26.478 14.588 10.418
H14 -25.944 14.602 8.899
C8 -27.640 13.274 15.840
O6 -27.811 13.832 14.812
N2 -28.449 13.610 16.905
C9 -28.233 12.865 18.110
C10 -29.444 14.696 16.898
H15 -26.901 12.496 16.087
H16 -27.319 12.274 18.057
H17 -29.106 12.216 18.184
H18 -28.458 13.450 19.002
H19 -29.740 14.837 15.858
H20 -30.372 14.540 17.449
H21 -29.073 15.630 17.319
C11 -21.534 9.924 6.840
O7 -20.995 10.198 5.758
N3 -21.007 10.051 8.053
C12 -21.691 9.858 9.339
C13 -19.608 10.494 8.192
H22 -22.600 9.687 6.976
H23 -21.225 9.050 9.903
H24 -22.732 9.561 9.212
H25 -21.552 10.766 9.925
H26 -19.086 9.617 8.574
H27 -19.198 10.806 7.232
H28 -19.735 11.340 8.868
C14 -22.866 6.612 15.387
O8 -22.653 7.621 16.149
N4 -23.010 6.634 14.033
C15 -23.583 5.505 13.408
C16 -22.831 7.886 13.254
H29 -23.088 5.600 15.760
H30 -23.694 4.656 14.082
H31 -23.043 5.271 12.490
H32 -24.583 5.772 13.067
H33 -22.288 7.525 12.381
H34 -23.776 8.364 12.995
H35 -22.187 8.617 13.743
C17 -28.037 7.114 11.161
O9 -28.925 7.999 11.288
N5 -27.049 7.269 10.271
C18 -26.088 6.257 10.032
C19 -27.145 8.265 9.222
H36 -27.993 6.194 11.765
H37 -25.981 5.469 10.778
H38 -25.089 6.665 10.189
H39 -26.158 5.775 9.057
H40 -26.168 8.745 9.168
H41 -27.185 7.742 8.266
H42 -27.936 8.992 9.404
C20 -29.928 11.078 12.683
O10 -29.148 12.050 12.837
N6 -30.854 10.646 13.588
C21 -31.824 9.493 13.296
C22 -31.032 11.268 14.912
H43 -29.915 10.385 11.827
H44 -31.468 8.675 13.922
H45 -31.710 8.956 12.355
H46 -32.843 9.711 13.615
H47 -31.905 11.919 14.879
H48 -31.383 10.518 15.621
H49 -30.123 11.580 15.428
C23 -30.774 14.666 13.294
O11 -29.642 14.802 12.850
N7 -31.547 15.591 13.936
C24 -32.924 15.220 14.507
C25 -31.054 16.909 14.383
H50 -31.323 13.734 13.085
H51 -33.016 15.211 15.594
H52 -33.150 14.244 14.077
H53 -33.586 15.970 14.075
H54 -30.352 17.286 13.639
H55 -31.817 17.605 14.730
H56 -30.463 16.706 15.276
C26 -28.122 9.160 15.748
O12 -28.240 10.201 16.462
N8 -26.987 8.579 15.417
C27 -26.873 7.526 14.439
C28 -25.752 9.088 15.987
H57 -29.020 8.703 15.305
H58 -27.817 7.363 13.921
H59 -26.493 6.595 14.860
H60 -26.163 7.784 13.653
H61 -25.185 9.479 15.143
H62 -25.922 9.967 16.609
H63 -25.164 8.357 16.543
C29 -23.308 6.302 7.727
O13 -22.868 7.310 8.291
N9 -23.309 5.092 8.237
C30 -23.739 3.942 7.412
C31 -22.694 4.776 9.493
H64 -23.803 6.291 6.744
H65 -22.921 3.253 7.203
H66 -24.238 4.241 6.490
H67 -24.597 3.463 7.884
H68 -23.476 4.340 10.116
H69 -21.866 4.070 9.440
H70 -22.280 5.678 9.944
C32 -25.288 12.460 5.342
O14 -26.162 11.775 4.755
N10 -24.713 12.222 6.541
C33 -23.672 13.099 7.025
C34 -25.398 11.414 7.546
H71 -24.895 13.368 4.859
H72 -23.046 13.703 6.368
H73 -23.006 12.479 7.624
H74 -24.073 13.874 7.678
H75 -24.772 10.653 8.013
H76 -25.819 11.961 8.390
H77 -26.200 10.954 6.969
C35 -22.998 15.395 14.854
O15 -22.616 15.344 16.025
N11 -22.180 15.584 13.826
C36 -22.732 15.592 12.440
C37 -20.754 15.927 13.888
H78 -24.046 15.250 14.548
H79 -23.776 15.292 12.535
H80 -22.274 14.800 11.848
H81 -22.759 16.581 11.983
H82 -20.644 17.010 13.830
H83 -20.274 15.668 14.832
H84 -20.272 15.539 12.991
C38 -34.072 10.848 9.800
O16 -34.012 9.721 10.268
N12 -32.969 11.578 9.378
C39 -31.624 11.004 9.545
C40 -33.087 13.037 9.087
H85 -35.039 11.375 9.780
H86 -30.961 11.299 8.731
H87 -31.449 9.943 9.723
H88 -31.295 11.528 10.443
H89 -34.081 13.396 8.818
H90 -32.695 13.640 9.906
H91 -32.476 13.196 8.199
C41 -20.989 10.145 16.755
O17 -20.259 9.758 17.731
N13 -21.591 11.374 16.540
C42 -21.270 12.555 17.395
C43 -22.746 11.480 15.605
H92 -21.253 9.344 16.048
H93 -22.252 12.759 17.823
H94 -20.957 13.355 16.724
H95 -20.539 12.350 18.177
H96 -22.839 10.673 14.877
H97 -23.612 11.422 16.264
H98 -22.761 12.434 15.079
C44 -20.763 14.478 9.521
O18 -20.099 13.994 10.361
N14 -20.344 15.412 8.686
C45 -21.258 16.113 7.719
C46 -19.054 16.081 8.733
H99 -21.814 14.199 9.349
H100 -22.177 15.553 7.544
H101 -20.874 16.401 6.740
H102 -21.411 17.108 8.136
H103 -18.727 16.422 7.751
H104 -19.140 17.023 9.276
H105 -18.339 15.406 9.203
C47 -20.302 10.864 12.397
O19 -20.112 9.708 11.959
N15 -19.524 11.314 13.415
C48 -19.667 12.706 13.701
C49 -18.416 10.563 13.981
H106 -20.964 11.581 11.885
H107 -20.451 13.185 13.114
H108 -18.812 13.251 13.300
H109 -19.639 12.951 14.763
H110 -18.397 9.549 13.582
H111 -17.498 10.945 13.535
H112 -18.352 10.545 15.069

Output
2S+1   6
Orbital gap (spin up / spin down)   7.315 / 7.439 eV
Net charge   0
LUMO (spin up / spin down)   0.053 / 0.053 eV
<S²>   8.75

Atom charges from the Löwdin analysis, given in e for atoms 1 to 6: Mn 0.82; C -0.68; F 0.14; F 0.14; F 0.14; S 0.50

---

The following is a quantum chemistry calculation of C33H46Cl3N3P2PdSSiTe as an isolated structure, from the OMol25 dataset.

Geometry (Å):
Pd1 -6.978 -17.841 -6.007
C1 -5.344 -21.002 -4.645
C2 -4.843 -20.495 -6.029
C3 -5.623 -21.162 -7.159
P1 -4.833 -18.647 -6.173
C4 -3.438 -18.206 -7.350
C5 -3.322 -16.695 -7.422
C6 -2.112 -18.906 -7.082
C7 -4.345 -17.659 -4.720
C8 -3.039 -17.792 -4.237
C9 -2.476 -16.911 -3.273
C10 -1.095 -17.231 -2.804
C11 -3.318 -15.940 -2.771
C12 -4.670 -15.839 -3.138
C13 -5.230 -16.716 -4.073
N1 -6.525 -16.616 -4.546
C14 -7.636 -16.291 -3.841
C15 -7.626 -16.361 -2.418
C16 -8.507 -15.556 -1.678
C17 -9.532 -14.877 -2.298
C18 -10.270 -13.714 -1.682
C19 -9.695 -15.108 -3.715
C20 -8.863 -15.851 -4.502
P2 -9.001 -16.504 -6.209
C21 -8.712 -15.231 -7.585
C22 -9.244 -13.887 -7.155
C23 -7.247 -15.117 -8.026
C24 -10.864 -16.722 -6.653
C25 -11.704 -17.047 -5.390
C26 -11.113 -17.722 -7.737
H1 -4.942 -22.007 -4.484
H2 -6.432 -21.048 -4.672
H3 -5.003 -20.250 -3.906
H4 -3.769 -20.742 -6.089
H5 -5.629 -22.259 -7.035
H6 -5.116 -21.026 -8.171
H7 -6.661 -20.762 -7.252
H8 -3.917 -18.516 -8.278
H9 -2.801 -16.219 -6.600
H10 -4.264 -16.165 -7.575
H11 -2.750 -16.434 -8.330
H12 -1.504 -18.468 -6.289
H13 -1.486 -18.809 -8.037
H14 -2.339 -19.977 -6.926
H15 -2.397 -18.599 -4.611
H16 -1.056 -18.328 -2.868
H17 -0.929 -16.849 -1.791
H18 -0.306 -16.763 -3.410
H19 -3.104 -15.165 -2.055
H20 -5.375 -15.186 -2.621
H21 -6.756 -16.768 -1.899
H22 -8.432 -15.533 -0.586
H23 -10.325 -13.981 -0.619
H24 -11.296 -13.815 -2.089
H25 -9.880 -12.696 -1.761
H26 -10.480 -14.538 -4.187
H27 -9.331 -15.578 -8.449
H28 -8.837 -13.626 -6.180
H29 -10.341 -13.777 -7.130
H30 -8.844 -13.073 -7.793
H31 -6.669 -14.986 -7.100
H32 -7.145 -14.191 -8.662
H33 -6.904 -15.979 -8.667
H34 -11.137 -15.755 -7.040
H35 -11.137 -17.477 -4.592
H36 -12.456 -17.763 -5.599
H37 -12.229 -16.116 -5.023
H38 -10.446 -18.575 -7.662
H39 -10.905 -17.355 -8.713
H40 -12.150 -18.120 -7.760
Cl1 -10.144 -23.422 -10.973
Si1 -8.461 -22.256 -11.075
Cl2 -8.613 -21.465 -12.964
Cl3 -8.424 -20.603 -9.905
Te1 -9.152 -19.310 -5.607
N2 -5.430 -22.549 -12.433
C27 -6.013 -23.458 -11.644
N3 -7.006 -23.164 -10.770
C28 -7.199 -24.232 -9.842
C29 -7.530 -24.064 -8.478
C30 -6.931 -24.884 -7.585
C31 -6.231 -26.059 -7.972
C32 -6.140 -26.387 -9.352
C33 -6.443 -25.347 -10.241
S1 -5.673 -25.135 -11.823
H41 -4.552 -22.833 -12.917
H42 -5.603 -21.525 -12.345
H43 -8.202 -23.230 -8.154
H44 -6.864 -24.642 -6.561
H45 -5.839 -26.709 -7.219
H46 -5.945 -27.371 -9.715

Output
Energy relative to the best compared isomer or geometry (same formula, charge and spin)   79.33 kcal/mol
2S+1   5
Orbital gap (spin up / spin down)   5.555 / 5.212 eV
Net charge   0
LUMO (spin up / spin down)   0.386 / -1.317 eV
<S²>   6.02

Atom charges from the Löwdin analysis, given in e for atoms 1 to 6: Pd 0.30; C -0.10; C -0.56; C -0.15; P 0.97; C -0.53